#i
74
Properties=species:S:1:pos:R:3:mulliken_charge:R:1 method="wB97M-V/def2-TZVPD" s_squared=0.758 total_charge=+1 multiplicity=2 e_homo_ev="-11.564 / -11.566" homo_lumo_gap_ev="7.6 / 7.7"
V 0.268 0.325 0.047 -0.06
C 1.000 0.682 4.295 -0.54
O 2.221 0.606 3.504 -0.43
C 1.853 0.466 2.267 0.05
N 0.592 0.311 2.014 1.29
C -0.140 0.346 3.297 -0.64
C -1.290 1.319 3.453 0.16
C -1.665 2.269 2.515 0.42
C -2.718 3.134 2.786 -1.21
C -3.385 3.077 3.998 -0.51
C -3.002 2.138 4.947 -0.72
C -1.969 1.258 4.669 -0.70
C 2.827 0.384 1.159 0.47
C 4.200 0.494 1.210 -1.27
C 4.890 0.432 0.006 -0.82
C 4.206 0.321 -1.203 -1.04
C 2.835 0.223 -1.149 0.12
N 2.193 0.183 0.013 1.88
C 1.897 0.264 -2.285 0.44
N 0.625 0.159 -2.111 0.58
C -0.001 0.252 -3.454 -0.18
C 1.197 0.668 -4.337 -0.77
O 2.360 0.419 -3.504 -0.45
C -1.169 1.199 -3.629 0.21
C -1.851 1.788 -2.574 0.32
C -2.912 2.650 -2.821 -1.35
C -3.307 2.923 -4.120 -0.55
C -2.635 2.328 -5.179 -0.75
C -1.574 1.472 -4.935 -0.66
H 0.920 1.696 4.677 0.44
H 1.095 -0.022 5.115 0.35
H -0.524 -0.664 3.459 0.45
H -1.144 2.361 1.577 0.61
H -3.002 3.867 2.042 0.49
H -4.191 3.766 4.211 0.42
H -3.508 2.091 5.903 0.41
H -1.693 0.510 5.406 0.44
H 4.702 0.640 2.155 0.69
H 5.970 0.492 0.005 0.50
H 4.713 0.356 -2.157 0.69
H -0.343 -0.756 -3.706 0.41
H 1.174 1.733 -4.558 0.42
H 1.306 0.097 -5.252 0.35
H -1.564 1.589 -1.557 0.84
H -3.425 3.113 -1.988 0.44
H -4.132 3.596 -4.311 0.41
H -2.937 2.533 -6.197 0.40
H -1.061 1.011 -5.772 0.38
O -2.354 -2.006 0.802 -0.61
C -2.434 -0.792 0.752 -0.36
O -1.540 0.007 0.241 0.06
H -3.316 -0.272 1.147 0.44
O 2.220 2.842 -1.142 -0.59
S 1.408 3.174 0.005 1.24
O 0.665 4.385 -0.069 -0.68
O 0.273 1.936 -0.051 -0.29
O 2.024 2.902 1.289 -0.55
O 1.756 -2.394 1.658 -0.68
C 0.860 -2.545 0.855 0.26
O 0.439 -1.702 -0.039 -0.79
C 0.061 -3.865 0.867 0.10
N -0.834 -3.868 -0.344 0.07
C -0.310 -4.876 -1.322 -0.55
C 1.075 -5.255 -0.792 -0.55
C 0.935 -5.101 0.725 -0.92
H -0.540 -3.851 1.773 0.40
H -0.742 -2.889 -0.669 0.02
H -1.810 -3.989 -0.089 0.42
H -0.276 -4.440 -2.316 0.30
H -0.974 -5.736 -1.339 0.39
H 1.838 -4.573 -1.173 0.24
H 1.348 -6.264 -1.090 0.43
H 1.885 -4.954 1.233 0.39
H 0.444 -5.973 1.159 0.40

---

#ii
74
Properties=species:S:1:pos:R:3:mulliken_charge:R:1 method="wB97M-V/def2-TZVPD" s_squared=0.760 total_charge=+1 multiplicity=2 e_homo_ev="-11.197 / -11.197" homo_lumo_gap_ev="7.2 / 7.4"
V -0.322 -1.565 0.490 -0.41
C 3.573 -2.441 -2.372 -0.57
O 3.900 -2.202 -0.994 -0.45
C 2.778 -1.730 -0.432 -0.03
N 1.737 -1.644 -1.156 0.33
C 2.033 -2.276 -2.427 0.27
C 1.433 -1.563 -3.613 0.17
C 0.094 -1.195 -3.530 0.16
C -0.539 -0.622 -4.618 -1.02
C 0.153 -0.417 -5.801 -0.54
C 1.483 -0.786 -5.888 -0.73
C 2.123 -1.362 -4.801 -0.62
C 2.717 -1.411 0.983 0.21
C 3.850 -1.318 1.791 -0.66
C 3.691 -1.109 3.150 -0.90
C 2.402 -1.031 3.675 -0.79
C 1.337 -1.126 2.796 -0.32
N 1.476 -1.289 1.478 0.83
C -0.123 -1.005 3.158 1.17
N -0.802 -0.580 2.008 1.86
C -2.072 -0.052 2.513 -0.61
C -1.664 0.468 3.914 -0.50
O -0.400 -0.147 4.194 -0.57
C -2.776 0.926 1.593 0.15
C -3.217 0.487 0.342 -0.48
C -3.892 1.342 -0.515 -0.83
C -4.161 2.647 -0.138 -0.62
C -3.769 3.084 1.118 -0.60
C -3.080 2.233 1.976 -0.64
H 4.105 -1.694 -2.969 0.42
H 3.917 -3.438 -2.642 0.26
H 1.531 -3.254 -2.375 0.35
H -0.461 -1.396 -2.622 0.24
H -1.581 -0.352 -4.550 0.48
H -0.346 0.007 -6.660 0.41
H 2.028 -0.637 -6.808 0.39
H 3.151 -1.672 -4.913 0.38
H 4.824 -1.412 1.335 0.64
H 4.551 -1.014 3.794 0.51
H 2.220 -0.894 4.730 0.66
H -2.753 -0.909 2.644 0.96
H -1.478 1.544 3.957 0.37
H -2.390 0.188 4.678 0.31
H -3.072 -0.542 0.039 0.71
H -4.227 0.973 -1.470 0.53
H -4.701 3.302 -0.802 0.45
H -4.043 4.073 1.453 0.45
H -2.835 2.595 2.963 0.34
O -0.638 -2.342 3.636 -0.39
C -0.518 -3.390 2.870 -0.06
O 0.030 -3.422 1.798 -0.49
H -0.945 -4.285 3.351 0.46
O -2.631 -2.810 -1.541 -0.71
S -1.857 -3.254 -0.426 1.71
O -2.021 -2.217 0.709 -0.69
O -0.392 -2.956 -0.685 -0.67
O -2.076 -4.556 0.100 -0.75
O -1.116 1.637 -1.635 -0.72
C -0.587 1.081 -0.679 0.44
O -0.379 -0.139 -0.491 0.10
C -0.096 2.075 0.443 0.01
N -0.801 3.346 0.132 0.39
C 0.196 4.436 -0.037 -0.72
C 1.461 3.895 0.620 -0.78
C 1.393 2.403 0.297 -0.75
H -0.345 1.690 1.432 -0.26
H -1.565 3.548 0.797 0.21
H -1.236 3.073 -0.811 0.44
H -0.157 5.369 0.398 0.41
H 0.364 4.591 -1.102 0.34
H 1.439 4.057 1.697 0.33
H 2.355 4.366 0.223 0.46
H 2.014 1.798 0.953 0.25
H 1.706 2.222 -0.731 0.34

---

It is #i that is the most stable of them.

---

#i
26
Properties=species:S:1:pos:R:3:mulliken_charge:R:1 method="wB97M-V/def2-TZVPD" smiles="C=C(C)C(C)(C)C=O.CO" total_charge=0 e_homo_ev=-9.268 homo_lumo_gap_ev=10.1
C -0.397 -0.031 0.398 2.48
C 0.672 -1.014 0.027 -0.46
C 2.869 2.008 -0.805 -0.62
C -0.623 1.096 -0.588 -1.90
C -0.297 0.451 1.828 -1.80
C -1.912 -1.489 -1.260 -1.49
C -1.429 -1.290 0.146 0.59
C -1.968 -1.956 1.158 -1.15
O 2.595 1.082 0.221 -0.45
O 1.202 -1.087 -1.078 -0.60
H 2.756 0.183 -0.132 0.27
H 1.092 -1.545 0.904 0.44
H 3.930 2.010 -1.080 0.29
H 2.600 2.995 -0.428 0.24
H 2.279 1.789 -1.701 0.26
H -0.408 0.781 -1.604 0.35
H -1.657 1.436 -0.525 0.42
H 0.009 1.939 -0.328 0.39
H 0.564 1.114 1.898 0.39
H -0.132 -0.365 2.526 0.45
H -1.198 0.993 2.112 0.34
H -1.066 -1.630 -1.931 0.32
H -2.479 -0.628 -1.618 0.26
H -2.560 -2.361 -1.317 0.44
H -1.661 -1.838 2.183 0.22
H -2.783 -2.644 0.995 0.32

---

#ii
26
Properties=species:S:1:pos:R:3:mulliken_charge:R:1 method="wB97M-V/def2-TZVPD" smiles="C=C/C=C/CC(=C)C.O.O" total_charge=0 e_homo_ev=-8.546 homo_lumo_gap_ev=9.2
C -1.983 -3.370 0.530 -1.33
C -1.785 -1.875 0.527 0.77
C -2.596 -1.012 -0.075 -0.65
C -0.597 -1.393 1.258 -1.23
C 0.395 -0.509 0.484 -0.60
C 0.917 0.586 1.029 0.06
C 1.552 1.475 0.119 -0.16
C 1.063 1.671 -1.109 -1.69
H -1.103 -3.996 0.814 0.35
H -2.807 -3.635 1.152 0.31
H -2.218 -3.782 -0.493 0.33
H -2.282 0.153 -0.017 0.05
H -3.557 -1.273 -0.628 0.31
H -0.944 -0.982 2.204 0.32
H 0.009 -2.199 1.567 0.41
H 0.442 -0.773 -0.501 0.74
H 0.786 0.734 2.094 0.40
H 2.267 2.113 0.499 0.61
H 0.156 1.281 -1.460 0.46
H 1.507 2.550 -1.563 0.51
H -1.323 3.008 -0.257 0.31
H -0.090 3.482 -0.738 0.38
O -0.975 3.688 -0.807 -0.65
H 4.153 0.642 -0.987 0.33
H 3.528 -0.803 -0.832 0.32
O 3.435 0.069 -1.372 -0.65

---

It is #i that is the most stable of them.

---

#i
20
Properties=species:S:1:pos:R:3:mulliken_charge:R:1 method="wB97M-V/def2-TZVPD" total_charge=+1 e_homo_ev="-12.871 / -12.871" homo_lumo_gap_ev="8.4 / 8.4"
C -0.744 0.984 0.158 -0.55
C -1.670 0.094 0.462 0.68
C 0.800 -0.974 -0.583 -0.39
C -3.009 0.143 1.193 -1.37
C 2.005 -1.649 -0.071 -1.13
C 1.355 1.339 -1.184 -0.78
N 0.644 0.489 -0.183 0.10
S -1.212 -1.581 0.536 -0.07
H -1.038 1.961 0.133 0.41
H 0.555 -1.146 -1.591 0.48
H -3.609 1.053 0.863 0.30
H -2.753 0.057 2.237 0.38
H -3.689 -0.705 1.265 0.42
H 2.008 -2.615 -0.474 0.37
H 1.933 -1.593 0.964 0.45
H 2.947 -0.989 -0.293 0.30
H 2.467 1.263 -1.183 0.26
H 0.826 1.071 -2.111 0.44
H 1.006 2.355 -0.893 0.32
H 1.181 0.444 0.756 0.39

---

#ii
20
Properties=species:S:1:pos:R:3:mulliken_charge:R:1 method="wB97M-V/def2-TZVPD" total_charge=+1 e_homo_ev="-11.883 / -12.154" homo_lumo_gap_ev="8.0 / 8.0"
C -1.131 1.834 0.402 -0.76
C -1.829 0.519 0.044 -0.59
C 0.609 -1.961 -0.512 -0.93
C 0.590 -0.958 -1.622 -0.31
C -0.265 0.536 0.333 0.41
C 0.759 0.272 -0.686 -0.49
N -0.052 -0.033 1.725 -0.12
S 2.414 0.654 -0.154 -0.12
H -0.929 2.398 -0.495 0.28
H -1.198 2.387 1.372 0.26
H -2.436 -0.107 0.709 0.26
H -2.077 0.487 -1.039 0.29
H -0.151 -2.221 0.118 0.55
H 1.562 -2.204 -0.225 0.34
H 1.526 -0.877 -2.093 0.28
H -0.306 -0.867 -2.259 0.31
H 0.937 -0.336 1.667 0.42
H -0.509 -0.863 1.883 0.33
H -0.281 0.697 2.394 0.37
H 2.768 0.644 -1.562 0.21

---

It is #i that is the most stable of them.